Run a
Here is a 3-piece molecular cluster, C2H9O3 overall from the Open Molecules 2025 dataset. Energies are from wB97M-V/def2-TZVPD.

Results
Net charge   -1
HOMO   -4.15 eV

CARTESIAN COORDINATES (ANGSTROEM)
C  0.8030  0.3868  1.2641
O  1.4183  -0.2705  0.0897
C  0.9586  -0.5229  2.4135
H  -0.2629  0.5268  1.0706
H  1.2613  1.4089  1.4003
H  0.3492  -1.4144  2.3533
H  0.7915  -0.0360  3.4274
H  1.9987  -0.9176  2.1670
H  -1.5883  0.3488  -1.7433
H  -1.6321  1.9758  -1.6826
O  -2.2392  1.1940  -1.8896
H  -0.8267  -1.4655  -2.1792
H  0.8792  -0.6134  -0.6919
O  -0.6215  -0.7982  -1.4735

Run b
Here is a 3-piece molecular cluster, C2H9O3 overall from the Open Molecules 2025 dataset. Energies are from wB97M-V/def2-TZVPD.

Results
Net charge   -1
HOMO   -3.75 eV

CARTESIAN COORDINATES (ANGSTROEM)
C  -0.6241  -1.0538  0.7756
O  -0.5310  0.2423  0.2680
C  -1.6278  -1.8853  -0.1165
H  0.3883  -1.4562  0.7316
H  -1.1035  -1.1403  1.7665
H  -2.4115  -2.2943  0.5280
H  -2.0950  -1.3746  -0.9474
H  -1.1024  -2.7506  -0.5859
H  0.6607  0.9712  0.8797
H  1.5457  2.4639  1.0192
O  1.5407  1.5107  1.0531
H  1.3909  1.5340  -1.3647
H  0.2741  0.5664  -1.2661
O  0.9491  0.8876  -1.9253

Which of them is most stable, and which least? Most stable: run b; least stable: run a.

Run a
Here is an isolated ion of composition C5H12N2 and charge +1 from the Open Molecules 2025 dataset. Energies are from wB97M-V/def2-TZVPD.

Results
Net charge   +1
Spin multiplicity   2
HOMO (alpha / beta)   -14.70 / -15.03 eV

CARTESIAN COORDINATES (ANGSTROEM)
C  2.2867  -2.2759  -0.1504
C  1.2672  -1.1616  -0.7195
C  1.0500  0.0670  0.3496
C  -0.2335  0.7774  0.1255
C  -1.4203  0.1100  0.3586
N  -2.7684  0.6862  0.0433
N  -0.2253  2.1551  -0.0010
H  2.2181  -2.1290  0.9347
H  3.3903  -2.0545  -0.5554
H  2.0157  -3.3370  -0.3628
H  0.4224  -1.7595  -0.9487
H  1.6494  -0.6828  -1.6491
H  0.8164  -0.6524  1.2512
H  2.0072  0.6811  0.5650
H  -1.6118  -0.8335  0.9476
H  -3.4238  0.0062  -0.5807
H  -3.2367  0.6343  0.9399
H  0.0448  2.5534  -0.9791
H  -1.0361  2.5841  0.3584

Run b
Here is an isolated ion of composition C5H12N2 and charge +1 from the Open Molecules 2025 dataset. Energies are from wB97M-V/def2-TZVPD.

Results
Net charge   +1
Spin multiplicity   2
HOMO (alpha / beta)   -9.28 / -12.34 eV

CARTESIAN COORDINATES (ANGSTROEM)
C  -1.4406  0.8249  -0.3697
C  0.0655  0.7857  -0.5284
C  0.6146  -0.2241  0.4710
C  0.2441  -0.3417  1.7425
C  1.7490  -2.3661  0.3364
N  1.5576  -1.0806  -0.0715
N  -2.0739  1.8926  -1.2509
H  -1.6238  1.1302  0.6582
H  -1.9396  -0.1288  -0.5257
H  0.4093  0.5855  -1.5281
H  0.4915  1.7497  -0.2492
H  -0.5744  0.1355  2.2548
H  0.8276  -0.8891  2.4763
H  1.1178  -2.8845  1.0408
H  2.5097  -2.9896  -0.1034
H  2.0857  -0.7357  -0.8298
H  -2.5226  1.4912  -2.0714
H  -1.3987  2.6288  -1.4303
H  -2.8822  2.2550  -0.7359

Which of them is most stable, and which least? Most stable: run b; least stable: run a.

Run a
Here is a 12-piece molecular cluster, F6H22O11P overall from the Open Molecules 2025 dataset. Energies are from wB97M-V/def2-TZVPD.

Results
Net charge   -1
HOMO   -8.28 eV

CARTESIAN COORDINATES (ANGSTROEM)
P  1.3734  -1.2296  -0.3803
F  2.7313  -2.0902  0.1712
F  0.5924  -2.6054  -0.4846
F  0.9594  -1.0378  1.1678
F  -0.0016  -0.3645  -0.7285
F  2.2348  0.1733  -0.2317
F  1.8554  -1.2992  -1.8920
O  0.2388  1.7561  1.5440
H  1.2207  1.7460  1.6824
H  -0.0300  0.8323  1.8002
O  -1.5467  3.8213  2.0896
H  -0.9906  3.0318  1.9826
H  -1.0506  4.4691  1.5712
O  -1.3591  2.1590  -1.7389
H  -0.6313  2.1376  -1.0826
H  -1.6214  1.2296  -1.7132
O  -3.2595  2.7399  0.3152
H  -2.8756  2.5890  -0.5349
H  -2.6936  3.2687  0.8852
O  1.0230  -5.2718  1.1146
H  1.0111  -4.5198  0.4847
H  0.1555  -5.6165  1.0082
O  2.6079  2.6547  -1.5830
H  2.4996  1.7725  -1.2120
H  1.8398  2.8156  -2.1465
O  -2.3164  -2.2038  0.1360
H  -3.0607  -1.5824  0.1888
H  -1.5293  -1.6422  0.1581
O  4.7389  -2.2726  -2.2226
H  4.3677  -1.3844  -2.4413
H  3.9931  -2.5825  -1.5996
O  -1.9446  -5.4419  0.3325
H  -2.1350  -4.5808  0.7006
H  -1.6159  -5.2163  -0.5584
O  2.6619  3.9052  0.8746
H  2.4825  3.4217  0.0478
H  2.9433  4.7647  0.6109
O  -4.2159  0.1405  0.7697
H  -3.7198  1.0242  0.7096
H  -4.9331  0.4888  0.2047

Run b
Here is F6H22O11P as an isolated structure from the Open Molecules 2025 dataset. Energies are from wB97M-V/def2-TZVPD.

Results
Net charge   -1
HOMO   -6.06 eV

CARTESIAN COORDINATES (ANGSTROEM)
P  -0.0565  -0.1596  -0.0946
F  1.4908  -0.1397  -0.5020
F  0.0640  0.6822  1.2808
F  -0.2565  1.2632  -0.8540
F  -1.6560  -0.1574  0.0538
F  -0.1672  -1.1294  -1.4651
F  0.1468  -1.6129  0.6656
O  2.3508  0.4896  1.4687
H  1.4971  0.1915  1.1549
H  2.1554  0.9780  2.2683
O  -1.5895  3.1073  -0.8977
H  -1.6617  3.7235  -1.6267
H  -0.9698  2.4450  -1.2038
O  -1.4524  0.6566  2.8792
H  -0.9804  0.5121  2.0591
H  -2.3188  0.9592  2.6074
O  -3.5319  -1.6024  -0.7000
H  -2.6662  -1.7133  -0.3069
H  -3.9824  -2.4287  -0.5252
O  -1.1967  -2.6350  -1.7549
H  -1.5233  -3.0211  -0.9422
H  -0.6568  -1.8977  -1.4703
O  2.2101  -2.3966  -0.6862
H  1.4102  -2.0343  -0.3053
H  2.1291  -2.2234  -1.6241
O  0.6697  2.2572  1.9414
H  0.5153  1.5405  1.3260
H  0.2112  3.0051  1.5587
O  0.1788  -1.3484  2.5883
H  -0.7571  -1.5407  2.6449
H  0.3171  -1.0959  1.6754
O  -1.8925  0.3910  -2.3858
H  -2.7767  0.0428  -2.2713
H  -1.5291  0.4190  -1.5007
O  2.5956  1.4128  -0.5221
H  2.1197  1.0048  0.2013
H  2.2794  2.3162  -0.5382
O  3.3843  -0.1696  -1.6462
H  2.5434  -0.6186  -1.5600
H  3.3529  0.5268  -0.9903

Which of them is most stable, and which least? Most stable: run a; least stable: run b.

Run a
Here is a 2-piece molecular cluster, C4H12O overall from the Open Molecules 2025 dataset. Energies are from wB97M-V/def2-TZVPD.

Results
Net charge   0
Structure (SMILES)   CCO.CC
HOMO   -10.35 eV

CARTESIAN COORDINATES (ANGSTROEM)
C  1.6871  -0.2881  -0.8627
C  2.7922  0.4254  -0.0785
O  2.7520  0.0485  1.2873
H  1.6177  -1.3227  -0.5417
H  1.9035  -0.2716  -1.9313
H  0.7410  0.1985  -0.6149
H  3.7631  0.0706  -0.4307
H  2.8027  1.5040  -0.2724
H  2.0087  0.4542  1.7842
C  -2.6733  -0.2035  0.9228
C  -2.4581  -0.0438  -0.5579
H  -2.9916  -1.1905  1.2477
H  -1.7057  -0.0302  1.4403
H  -3.1554  0.6131  1.4613
H  -3.3292  0.0938  -1.1998
H  -1.9092  -0.9057  -0.9241
H  -1.8455  0.8479  -0.7296

Run b
Here is a 2-piece molecular cluster, C4H12O overall from the Open Molecules 2025 dataset. Energies are from wB97M-V/def2-TZVPD.

Results
Net charge   0
Structure (SMILES)   CCO.CC
HOMO   -10.23 eV

CARTESIAN COORDINATES (ANGSTROEM)
C  -1.8881  0.2599  -1.2586
C  -0.6542  -0.6366  -1.2428
O  -0.7804  -1.6829  -0.2698
H  -2.0121  0.7701  -0.2999
H  -1.7886  0.9447  -2.0629
H  -2.7578  -0.3741  -1.3934
H  0.2589  -0.0792  -1.0519
H  -0.5696  -1.1335  -2.2099
H  -1.4636  -1.4291  0.3638
C  1.6515  0.5815  1.9878
C  1.6565  1.2959  0.6365
H  0.8893  -0.2033  2.0226
H  1.4043  1.2737  2.7948
H  2.5787  0.1058  2.3089
H  0.6133  1.4842  0.3902
H  2.0228  2.3096  0.7593
H  2.2194  0.7496  -0.1140

Run c
Here is a 2-piece molecular cluster, C4H12O overall from the Open Molecules 2025 dataset. Energies are from wB97M-V/def2-TZVPD.

Results
Net charge   0
Structure (SMILES)   CC(C)C.O
HOMO   -11.51 eV

CARTESIAN COORDINATES (ANGSTROEM)
C  0.4438  -0.8923  -0.2509
C  -0.3207  0.4343  -0.4155
C  -1.3381  0.2940  -1.5576
C  0.6124  1.6385  -0.6714
H  0.0102  -1.5104  0.5428
H  1.4885  -0.7093  0.0064
H  0.4656  -1.4444  -1.1951
H  -0.8778  0.6357  0.4966
H  -2.0346  1.1336  -1.5781
H  -0.7788  0.2582  -2.4861
H  -1.8942  -0.6394  -1.4452
H  1.5282  1.5249  -0.0936
H  0.1269  2.5557  -0.3559
H  0.8796  1.6910  -1.7265
O  0.7834  -1.7623  3.8857
H  -0.1538  -1.5483  3.8815
H  1.0593  -1.6593  2.9631

Run d
Here is a 2-piece molecular cluster, C4H12O overall from the Open Molecules 2025 dataset. Energies are from wB97M-V/def2-TZVPD.

Results
Net charge   0
Structure (SMILES)   CCO.CC
HOMO   -10.04 eV

CARTESIAN COORDINATES (ANGSTROEM)
C  2.1396  0.3368  0.4781
C  2.3197  -0.4703  1.7941
O  1.3712  -1.4795  1.3963
H  2.3582  1.4638  0.5395
H  1.0817  0.0978  0.1273
H  2.8310  -0.0031  -0.3862
H  3.2581  -1.0100  1.8826
H  2.2066  0.0633  2.7628
H  0.5027  -1.3507  1.4315
C  -2.5465  -0.2259  -1.6977
C  -1.9273  0.8481  -0.7467
H  -2.2125  -0.2232  -2.8594
H  -2.4132  -1.2462  -1.3802
H  -3.6377  -0.1128  -1.7727
H  -1.4872  1.6628  -1.3141
H  -1.1399  0.4350  -0.1779
H  -2.7044  1.2140  -0.0773

Which of them is most stable, and which least? Most stable: run c; least stable: run d.